[1]
Computed, not measured: a molecular structure, C27H41CrN2O2P at a distorted geometry, with ωB97M-V/def2-TZVPD.

Computed properties:
- energy above the lowest of the compared OMol25 structures with the same formula, charge and spin (eV) = 0.292
- total energy (Eh) = -2698.99627
- ⟨S²⟩ = 1.05
- HOMO (alpha / beta) (eV) = -11.006 / -10.983
- charge = +1
- 2S+1 = 2
- LUMO energy (alpha / beta) (eV) = -4.4 / -2.6

CARTESIAN COORDINATES (ANGSTROEM)
1 Cr 0.05 0.04 -0.14
2 C -0.21 1.16 3.00
3 O 0.18 1.44 1.65
4 C 0.00 2.80 1.29
5 C 0.09 2.87 -0.22
6 O 1.11 2.00 -0.70
7 C 2.42 2.56 -0.66
8 H -1.26 1.42 3.15
9 H 0.42 1.74 3.68
10 H -0.07 0.10 3.17
11 H 0.78 3.41 1.78
12 H -0.98 3.16 1.62
13 H 0.27 3.90 -0.56
14 H -0.84 2.53 -0.67
15 H 2.45 3.48 -1.24
16 H 3.10 1.83 -1.11
17 H 2.74 2.76 0.37
18 C 0.64 -4.66 1.62
19 C -0.15 -3.43 1.18
20 C -1.39 -3.81 0.37
21 P 0.83 -2.16 0.23
22 C 2.56 -2.21 0.89
23 C 2.55 -1.63 2.30
24 C 3.45 -1.38 -0.04
25 C 0.89 -2.74 -1.48
26 C 1.28 -4.00 -1.91
27 C 1.18 -4.36 -3.25
28 C 1.56 -5.74 -3.72
29 C 0.66 -3.43 -4.15
30 C 0.28 -2.17 -3.75
31 C 0.40 -1.80 -2.40
32 N 0.03 -0.56 -1.92
33 C -0.20 0.52 -2.82
34 C 0.88 1.08 -3.53
35 C 2.28 0.53 -3.42
36 C 0.65 2.18 -4.34
37 C -0.61 2.74 -4.48
38 C -0.83 3.96 -5.33
39 C -1.67 2.15 -3.80
40 C -1.50 1.03 -2.99
41 C -2.70 0.35 -2.40
42 H -0.02 -5.30 2.21
43 H 1.49 -4.40 2.25
44 H 0.98 -5.24 0.77
45 H -0.49 -2.88 2.07
46 H -1.12 -4.41 -0.50
47 H -1.93 -2.92 0.03
48 H -2.07 -4.40 0.99
49 H 2.92 -3.24 0.90
50 H 2.12 -0.63 2.29
51 H 3.56 -1.56 2.70
52 H 1.96 -2.25 2.99
53 H 3.05 -0.37 -0.14
54 H 3.53 -1.83 -1.03
55 H 4.46 -1.30 0.38
56 H 1.69 -4.71 -1.20
57 H 1.99 -6.33 -2.92
58 H 2.27 -5.69 -4.55
59 H 0.67 -6.26 -4.09
60 H 0.56 -3.70 -5.20
61 H -0.13 -1.46 -4.46
62 H 2.46 0.03 -2.47
63 H 3.02 1.33 -3.54
64 H 2.47 -0.20 -4.21
65 H 1.49 2.62 -4.88
66 H -0.14 3.98 -6.17
67 H -0.65 4.87 -4.74
68 H -1.85 4.00 -5.70
69 H -2.67 2.55 -3.93
70 H -3.61 0.85 -2.73
71 H -2.71 0.33 -1.31
72 H -2.74 -0.69 -2.74
73 N -2.55 -0.68 1.40
74 C -1.56 -0.51 0.83

***

[2]
Computed, not measured: a molecular structure, C6H18CaO20P2S3 at a distorted geometry, with ωB97M-V/def2-TZVPD.

Computed properties:
- energy above the lowest of the compared OMol25 structures with the same formula, charge and spin (eV) = 2.232
- total energy (Eh) = -4299.12725
- HOMO (eV) = 5.458
- charge = -4
- LUMO energy (eV) = 7.3

CARTESIAN COORDINATES (ANGSTROEM)
1 Ca 0.84 0.70 0.49
2 S 1.29 3.55 -1.40
3 O 1.24 4.25 -0.10
4 O 0.62 4.42 -2.38
5 O 2.67 3.23 -1.74
6 O 0.54 2.27 -1.14
7 S 1.78 2.40 2.84
8 O 2.46 1.84 4.02
9 O 1.34 3.79 3.15
10 O 2.62 2.42 1.64
11 O 0.64 1.57 2.48
12 S 3.47 -0.55 0.70
13 O 3.00 0.48 -0.28
14 O 4.09 -1.73 0.12
15 O 4.50 0.24 1.43
16 O 2.28 -0.78 1.52
17 C -2.14 0.61 3.66
18 O -2.86 1.06 2.53
19 P -2.66 0.33 1.13
20 O -1.26 -0.09 0.97
21 O -3.78 -0.81 1.02
22 C -3.39 -2.15 1.28
23 O -3.18 1.36 0.04
24 C -2.32 2.49 -0.13
25 H -2.79 0.43 4.53
26 H -1.37 1.30 3.98
27 H -1.76 -0.41 3.56
28 H -4.09 -2.78 0.74
29 H -3.30 -2.44 2.33
30 H -2.37 -2.32 0.92
31 H -2.01 2.72 -1.14
32 H -1.46 2.57 0.54
33 H -2.80 3.42 0.22
34 C 2.77 -0.53 -3.09
35 O 2.30 -1.85 -2.65
36 P 0.79 -1.94 -2.17
37 O 0.39 -0.90 -1.23
38 O 0.70 -3.46 -1.66
39 C 0.45 -3.63 -0.26
40 O -0.08 -1.97 -3.52
41 C -1.48 -1.82 -3.44
42 H 3.35 -0.15 -2.24
43 H 1.96 0.18 -3.24
44 H 3.39 -0.74 -3.96
45 H -0.62 -3.85 -0.11
46 H 0.92 -2.84 0.33
47 H 0.94 -4.56 0.04
48 H -1.74 -1.09 -2.67
49 H -1.90 -2.82 -3.32
50 H -1.97 -1.41 -4.33

***

[3]
Computed, not measured: a molecular structure, C41H62BrCoN2O17 at a distorted geometry, with ωB97M-V/def2-TZVPD.

Computed properties:
- total energy (Eh) = -6944.74125
- ⟨S²⟩ = 3.76
- HOMO (alpha / beta) (eV) = -9.332 / -9.332
- charge = +1
- 2S+1 = 4
- LUMO energy (alpha / beta) (eV) = -1.7 / -1.7

CARTESIAN COORDINATES (ANGSTROEM)
1 Co 12.99 6.32 6.13
2 Br 13.69 7.20 8.34
3 O 11.95 4.52 6.51
4 C 11.78 3.51 7.18
5 O 12.62 3.25 8.10
6 C 12.18 2.21 8.96
7 C 11.13 1.47 8.18
8 C 10.57 2.58 7.25
9 H 11.72 2.59 9.87
10 H 12.96 1.51 9.27
11 H 10.40 1.06 8.88
12 H 11.49 0.60 7.64
13 H 9.80 3.17 7.77
14 H 10.16 2.24 6.30
15 O 13.99 7.93 4.96
16 C 14.46 9.04 4.69
17 O 14.28 10.02 5.56
18 C 14.73 11.27 4.96
19 C 15.21 10.98 3.58
20 C 15.41 9.48 3.54
21 H 15.41 11.93 5.50
22 H 13.83 11.86 4.83
23 H 16.16 11.49 3.50
24 H 14.53 11.41 2.84
25 H 16.44 9.23 3.81
26 H 15.22 8.99 2.58
27 O 18.61 7.74 5.38
28 C 18.03 8.14 6.41
29 O 17.43 9.33 6.58
30 C 16.74 9.47 7.81
31 C 17.46 8.45 8.75
32 C 17.97 7.41 7.77
33 H 15.70 9.18 7.62
34 H 16.76 10.51 8.14
35 H 16.80 7.94 9.46
36 H 18.34 8.85 9.24
37 H 17.32 6.53 7.70
38 H 18.98 7.14 8.08
39 O 11.43 7.65 6.21
40 C 10.71 8.60 5.84
41 O 9.58 8.44 5.22
42 C 8.80 9.60 5.10
43 C 9.44 10.50 6.13
44 C 10.93 10.08 6.21
45 H 7.74 9.44 5.31
46 H 8.83 10.07 4.12
47 H 8.95 10.36 7.09
48 H 9.47 11.52 5.75
49 H 11.49 10.21 7.13
50 H 11.59 10.42 5.41
51 O 14.70 5.11 5.66
52 C 15.44 4.18 5.32
53 O 15.07 3.26 4.44
54 C 16.09 2.28 4.27
55 C 17.01 2.53 5.36
56 C 16.87 3.97 5.76
57 H 16.54 2.43 3.29
58 H 15.67 1.27 4.32
59 H 18.05 2.38 5.05
60 H 16.85 1.78 6.13
61 H 17.48 4.68 5.20
62 H 16.92 4.02 6.85
63 O 12.24 5.89 4.24
64 C 12.02 5.69 3.04
65 O 11.22 4.77 2.60
66 C 10.71 4.94 1.31
67 C 11.77 5.81 0.71
68 C 12.37 6.60 1.89
69 H 9.73 5.43 1.39
70 H 10.54 3.99 0.80
71 H 11.44 6.50 -0.07
72 H 12.53 5.19 0.23
73 H 11.85 7.55 2.00
74 H 13.42 6.83 1.74
75 O 10.70 5.01 9.62
76 C 11.05 4.97 10.81
77 O 10.23 4.45 11.69
78 C 10.75 4.45 13.04
79 C 12.28 4.45 12.78
80 C 12.37 5.32 11.51
81 H 10.40 3.56 13.57
82 H 10.51 5.38 13.55
83 H 12.74 3.49 12.56
84 H 12.95 4.86 13.54
85 H 13.26 5.07 10.94
86 H 12.24 6.35 11.82
87 O 12.68 7.82 15.08
88 C 13.66 7.86 14.43
89 O 13.67 8.02 13.08
90 C 14.92 7.88 12.53
91 C 15.87 8.14 13.70
92 C 15.07 7.59 14.92
93 H 15.13 8.57 11.72
94 H 15.04 6.87 12.11
95 H 16.14 9.20 13.79
96 H 16.80 7.58 13.57
97 H 15.24 8.04 15.90
98 H 15.21 6.52 15.05
99 C 13.80 11.07 9.58
100 O 14.90 11.92 9.48
101 H 14.05 10.08 9.97
102 H 13.01 11.55 10.15
103 H 13.50 10.83 8.56
104 H 15.60 11.75 10.11
105 N 10.80 8.30 9.79
106 C 9.51 8.34 9.31
107 C 8.87 9.18 10.18
108 C 9.69 9.53 11.26
109 C 10.93 8.99 10.94
110 H 11.55 7.76 9.38
111 H 9.31 7.83 8.38
112 H 7.85 9.54 10.23
113 H 9.49 10.07 12.17
114 H 11.85 8.85 11.49
115 N 17.89 3.15 9.20
116 C 17.01 4.03 9.80
117 C 15.86 3.27 9.82
118 C 16.04 2.00 9.32
119 C 17.33 1.93 8.94
120 H 18.89 3.30 9.21
121 H 17.26 4.99 10.22
122 H 14.98 3.63 10.33
123 H 15.27 1.27 9.14
124 H 17.95 1.16 8.49

***

[4]
Computed, not measured: 2 unconnected molecules or ions with the total composition C5H14NS at a distorted geometry, with ωB97M-V/def2-TZVPD.

Computed properties:
- energy above the lowest of the compared OMol25 structures with the same formula, charge and spin (eV) = 1.805
- total energy (Eh) = -651.09248
- ⟨S²⟩ = 0.75
- HOMO (alpha / beta) (eV) = -19.055 / -19.060
- charge = +2
- 2S+1 = 2
- LUMO energy (alpha / beta) (eV) = -7.6 / -12.9

CARTESIAN COORDINATES (ANGSTROEM)
1 C -2.15 -1.58 -1.05
2 C -0.82 -1.05 -1.56
3 C -0.80 0.47 -1.52
4 S 0.76 1.16 -2.13
5 H -2.15 -2.66 -1.04
6 H -3.00 -1.25 -1.65
7 H -2.36 -1.25 -0.03
8 H 0.03 -1.50 -1.03
9 H -0.68 -1.36 -2.60
10 H -0.94 0.85 -0.50
11 H -1.59 0.94 -2.13
12 H 0.58 2.42 -1.67
13 C 1.29 1.07 1.98
14 C 0.70 0.51 3.01
15 N 2.08 0.28 1.02
16 H 1.25 2.13 1.74
17 H 0.09 1.11 3.67
18 H 0.79 -0.54 3.24
19 H 3.01 0.71 0.87
20 H 2.26 -0.70 1.29
21 H 1.66 0.24 0.07

***

[5]
Computed, not measured: 2 unconnected molecules or ions with the total composition C5H12NO2 at a distorted geometry, with ωB97M-V/def2-TZVPD.

Computed properties:
- energy above the lowest of the compared OMol25 structures with the same formula, charge and spin (eV) = 4.970
- total energy (Eh) = -402.71382
- ⟨S²⟩ = 0.75
- HOMO (alpha / beta) (eV) = -3.625 / -7.942
- 2S+1 = 2
- LUMO energy (alpha / beta) (eV) = 0.1 / -0.1

CARTESIAN COORDINATES (ANGSTROEM)
1 O 2.29 -0.41 0.50
2 C 1.60 -0.84 -0.36
3 C 0.15 -1.23 0.30
4 C -1.10 -0.55 -0.50
5 C -0.79 -0.28 -1.88
6 C -0.26 0.92 -2.08
7 N 0.11 -0.84 1.74
8 H 1.55 -1.13 -1.40
9 H -0.20 -2.24 0.30
10 H -1.53 0.33 0.17
11 H -1.90 -1.43 -0.29
12 H -0.93 -1.12 -2.54
13 H -0.23 1.56 -1.21
14 H 0.39 0.97 -2.98
15 H 0.07 0.23 1.89
16 H 1.07 -0.92 2.06
17 H -0.74 -1.26 2.20
18 H -1.61 2.29 2.15
19 H -1.82 3.36 0.95
20 O -1.35 2.55 1.21

***

[6]
Computed, not measured: a single C5H9NO3 molecule at a distorted geometry, with ωB97M-V/def2-TZVPD.

Computed properties:
- energy above the lowest of the compared OMol25 structures with the same formula, charge and spin (eV) = 2.707
- SMILES = CN(C)C(=O)[C@@H](O)C=O
- total energy (Eh) = -476.34468
- HOMO (eV) = -9.616
- LUMO energy (eV) = 0.7

CARTESIAN COORDINATES (ANGSTROEM)
1 C -1.88 -0.83 0.38
2 N -0.67 -0.07 0.05
3 C -0.67 1.29 0.58
4 C -0.03 -0.42 -1.17
5 O -0.44 -1.33 -1.86
6 C 1.45 -0.10 -1.06
7 O 1.82 1.24 -1.00
8 C 1.47 -0.67 0.51
9 O 1.95 0.05 1.36
10 H -2.75 -0.36 -0.07
11 H -1.79 -1.83 -0.04
12 H -2.00 -0.86 1.46
13 H -1.70 1.65 0.62
14 H -0.06 1.97 -0.02
15 H -0.27 1.29 1.60
16 H 1.99 -0.67 -1.81
17 H 2.14 1.40 -0.09
18 H 1.44 -1.77 0.57

***

[7]
Computed, not measured: a molecular structure, C32H40GeIrN4OSeSi at a distorted geometry, with ωB97M-V/def2-TZVPD.

Computed properties:
- energy above the lowest of the compared OMol25 structures with the same formula, charge and spin (eV) = 0.068
- total energy (Eh) = -6409.71252
- HOMO (eV) = -9.678
- charge = +1
- LUMO energy (eV) = -3.2

CARTESIAN COORDINATES (ANGSTROEM)
1 Ir 0.14 0.06 0.00
2 C -0.88 0.13 -2.92
3 N -0.92 0.86 -1.63
4 C -2.33 0.94 -1.16
5 C -0.38 2.24 -1.75
6 C -0.67 3.01 -2.86
7 C -0.15 4.29 -2.98
8 C 0.69 4.77 -1.98
9 C 0.96 4.01 -0.85
10 C 0.41 2.74 -0.69
11 N 0.59 1.88 0.41
12 C 1.34 2.05 1.58
13 C 1.74 3.25 2.15
14 C 2.53 3.27 3.29
15 C 2.93 2.09 3.91
16 C 2.44 0.88 3.42
17 C 1.65 0.86 2.29
18 N 0.91 -0.36 1.89
19 C -0.33 -0.36 2.72
20 C 1.62 -1.63 2.10
21 H -1.53 0.59 -3.66
22 H 0.15 0.11 -3.28
23 H -1.23 -0.89 -2.75
24 H -2.95 1.41 -1.92
25 H -2.70 -0.07 -0.97
26 H -2.37 1.54 -0.25
27 H -1.30 2.62 -3.65
28 H -0.37 4.90 -3.85
29 H 1.14 5.75 -2.07
30 H 1.65 4.40 -0.12
31 H 1.42 4.19 1.74
32 H 2.85 4.22 3.70
33 H 3.56 2.11 4.79
34 H 2.67 -0.04 3.95
35 H -0.06 -0.50 3.77
36 H -0.84 0.60 2.62
37 H -0.98 -1.18 2.42
38 H 1.85 -1.78 3.16
39 H 0.97 -2.43 1.77
40 H 2.53 -1.64 1.51
41 O 1.08 -3.44 -1.68
42 C 0.37 -2.77 -1.08
43 N -0.46 -2.09 -0.45
44 C 4.93 -0.23 0.86
45 Si 4.18 0.50 -0.68
46 C 4.17 2.36 -0.58
47 C 5.13 -0.10 -2.17
48 Se 2.11 -0.29 -1.36
49 H 5.96 0.15 0.92
50 H 4.98 -1.31 0.82
51 H 4.42 0.09 1.77
52 H 5.19 2.75 -0.49
53 H 3.61 2.70 0.29
54 H 3.72 2.79 -1.47
55 H 6.18 0.20 -2.07
56 H 4.75 0.34 -3.10
57 H 5.09 -1.18 -2.26
58 Ge -2.11 -3.12 -0.17
59 C -2.77 -2.61 1.56
60 C -3.56 -1.48 1.80
61 C -3.92 -1.13 3.09
62 C -3.50 -1.91 4.16
63 C -2.74 -3.05 3.94
64 C -2.37 -3.40 2.65
65 C -3.15 -2.78 -1.76
66 C -4.39 -2.14 -1.75
67 C -5.05 -1.88 -2.95
68 C -4.47 -2.26 -4.15
69 C -3.25 -2.91 -4.17
70 C -2.59 -3.18 -2.97
71 H -1.56 -4.55 -0.14
72 H -3.89 -0.85 0.98
73 H -4.53 -0.26 3.27
74 H -3.79 -1.64 5.17
75 H -2.43 -3.67 4.77
76 H -1.78 -4.29 2.48
77 H -4.87 -1.86 -0.82
78 H -6.01 -1.39 -2.94
79 H -4.99 -2.05 -5.08
80 H -2.81 -3.23 -5.10
81 H -1.64 -3.70 -3.00

***

[8]
Computed, not measured: a single C4H2O2 molecule at a distorted geometry, with ωB97M-V/def2-TZVPD.

Computed properties:
- energy above the lowest of the compared OMol25 structures with the same formula, charge and spin (eV) = 0.489
- SMILES = O=CC#CC=O
- total energy (Eh) = -303.99184
- HOMO (eV) = -10.979
- LUMO energy (eV) = -0.6

CARTESIAN COORDINATES (ANGSTROEM)
1 O 2.56 1.04 0.76
2 C 2.07 0.12 0.13
3 C 0.62 -0.10 -0.07
4 C -0.60 -0.21 -0.04
5 C -2.06 -0.13 -0.14
6 O -2.61 0.36 -1.07
7 H 2.68 -0.64 -0.32
8 H -2.66 -0.44 0.77